21
Properties=species:S:1:pos:R:3:forces:R:3:mulliken_spin:R:1 method="wB97M-V/def2-TZVPD" gap_ha="0.293 / 0.317" total_charge=+2 homo_energy_ev="-17.51 / -17.05" e_tot_ha=-1271.7656 mol_weight_g_mol=282.1 multiplicity=7 s2=12.851 de_lowest_ev=0.0000 lumo_energy_ha="-0.351 / -0.309"
F 1.189508 2.265872 -0.219931 -0.11 -0.16 -0.60 -0.026
H 2.255169 2.322049 1.488334 -0.16 0.08 0.03 0.000
C -0.632161 -2.296945 -3.109821 0.38 -0.54 -1.58 -0.015
Tb 1.450696 -0.008281 -0.822317 -0.05 -0.09 0.27 6.914
C -0.951013 -0.538322 -1.577115 -3.42 -1.68 -1.15 -0.574
C 0.234113 1.594499 1.846050 -0.56 0.26 0.11 -0.012
H -1.080247 -0.771723 2.179703 0.19 -0.02 0.77 0.002
H 0.405084 1.624465 2.930597 -0.23 0.09 -0.18 -0.001
H 0.298244 -1.777620 1.826799 0.30 0.39 -0.21 0.006
H -1.666848 -0.249531 -0.791165 0.69 -0.33 0.50 -0.003
H 0.970229 3.570359 1.338294 0.04 -0.19 -0.07 -0.001
H -0.798560 1.864039 1.582169 0.21 0.13 0.37 0.004
H 0.506598 -0.636294 3.179948 -0.60 -0.24 0.06 -0.006
H -0.970105 -1.737744 -4.000545 0.05 -0.18 0.33 -0.011
H -1.227835 0.168394 -2.386042 1.10 -0.09 -0.26 -0.027
H 0.465512 -2.161280 -3.028693 -0.30 -0.13 0.07 -0.003
C 1.220289 2.517063 1.190165 0.29 0.27 0.80 -0.023
C 0.015054 -0.790826 2.214552 -0.62 -0.33 0.30 -0.014
O 0.449425 0.269822 1.360200 1.49 -0.19 -1.44 0.041
O -1.288391 -1.863498 -1.954747 1.25 2.57 1.82 -0.248
H -0.844771 -3.364493 -3.246426 0.05 0.38 0.08 -0.001

18
Properties=species:S:1:pos:R:3:forces:R:3:nbo_charge:R:1 method="wB97M-V/def2-TZVPD" gap_ha="0.176 / 0.410" homo_energy_ev="-3.76 / -10.21" e_tot_ha=-252.3133 mol_weight_g_mol=86.2 multiplicity=2 s2=0.751 de_lowest_ev=1.9715 lumo_energy_ha="0.038 / 0.035"
H -0.590090 -2.561882 -0.972870 -0.06 0.01 0.27 0.209
H 1.933003 -2.632163 -0.479690 0.10 0.16 -0.12 0.213
C -0.653430 -0.423242 -1.106726 -1.03 0.13 -0.66 -0.448
C 1.417020 -1.824951 -1.003374 -0.12 0.05 -0.17 -0.605
H -0.116379 -1.712737 0.518062 -0.08 -0.25 0.05 0.196
N -0.244879 2.148099 1.733502 -0.06 -0.46 -0.73 -1.055
H -0.309794 0.019220 1.615371 0.19 0.03 0.08 0.208
C -0.207931 0.886631 0.983308 -0.48 -0.52 0.29 -0.170
H -1.748100 -0.496759 -1.222705 0.09 -0.24 0.44 0.229
H -1.179930 2.264796 2.269088 -0.01 0.04 0.14 0.222
C -0.037628 -1.711256 -0.566681 0.01 0.29 -0.42 -0.391
H 0.546851 2.178642 2.408414 -0.06 0.39 -0.13 0.365
H 1.451165 -2.000256 -2.078739 0.05 -0.26 -0.04 0.202
H -0.234206 2.909216 1.025886 0.30 0.28 0.54 0.376
H 1.931079 -0.876073 -0.872595 0.22 0.02 0.38 0.207
H -0.334810 1.757708 -0.870156 -0.12 0.04 -0.24 0.206
C -0.404937 0.826065 -0.326095 0.50 0.38 0.15 -0.179
H -0.399876 -0.251914 -2.159552 0.56 -0.09 0.16 0.214

18
Properties=species:S:1:pos:R:3:forces:R:3:nbo_charge:R:1 method="wB97M-V/def2-TZVPD" gap_ha=0.346 total_charge=+1 homo_energy_ev=-15.18 e_tot_ha=-252.1293 mol_weight_g_mol=86.2 smiles="C=[NH+]CCCC" de_lowest_ev=2.7709 lumo_energy_ha=-0.212
H -3.675442 -0.229363 -0.605373 0.54 0.11 -1.19 0.241
C -2.722742 -0.755617 -0.480862 -0.67 -0.38 1.38 0.150
H 1.568201 -1.171748 -0.112751 -0.46 -0.68 0.30 0.254
H -0.867858 -1.847424 0.773635 0.46 -0.16 0.97 0.232
H 0.455638 1.477855 -0.995232 -0.17 -0.01 0.88 0.193
C 1.822101 1.184816 0.779400 0.17 0.97 0.33 -0.636
H 1.852966 2.283603 0.738082 0.12 -0.33 0.57 0.239
H 0.301362 -1.235184 -1.316982 0.24 0.51 -0.35 0.222
H 1.338289 0.843965 1.696115 -0.56 0.38 -0.12 0.201
H -0.387488 -0.044027 1.348341 0.47 -1.41 1.14 0.251
H -1.356712 0.630689 -0.628214 -0.75 1.20 1.25 0.457
C 0.639062 -0.691515 -0.430401 0.49 -0.34 0.78 -0.441
H 2.847101 0.833480 0.992787 -0.26 -0.01 -0.98 0.240
C 1.157124 0.759771 -0.528284 0.42 -0.57 -1.33 -0.429
H -2.713642 -1.850288 -0.492009 -0.31 0.21 0.60 0.214
H 1.929130 0.796593 -1.316500 -0.13 -0.35 0.28 0.250
C -0.495677 -0.847575 0.611191 -0.65 2.38 -2.37 -0.213
N -1.691420 -0.138039 -0.032944 1.05 -1.51 -2.16 -0.426

18
Properties=species:S:1:pos:R:3:forces:R:3:nbo_charge:R:1 method="wB97M-V/def2-TZVPD" gap_ha=0.399 total_charge=+1 homo_energy_ev=-14.56 e_tot_ha=-252.1593 mol_weight_g_mol=86.2 smiles="C=C([NH3+])CCC" de_lowest_ev=1.9545 lumo_energy_ha=-0.136
C -0.397074 -0.138738 -0.919412 -0.13 0.14 -1.98 0.180
H 1.591334 -1.346595 1.093110 -0.97 1.74 -0.18 0.233
H -0.346939 1.844947 -0.464593 0.07 0.53 -0.49 0.438
C 0.236073 -0.926668 -1.797559 -0.90 0.20 0.73 -0.366
H 0.927418 -0.479782 -2.498618 -0.27 -0.16 -0.48 0.213
H -2.035939 0.249044 0.377301 0.10 -1.05 0.05 0.232
H -1.292404 -1.493055 0.289820 -0.66 0.28 0.31 0.264
H -0.389720 0.909744 2.002761 -0.31 0.62 -0.08 0.208
H -0.655065 -0.720657 2.448472 0.26 -0.08 -0.18 0.243
H -1.226167 1.675861 -1.874304 0.47 -0.42 -0.03 0.455
C 1.227805 -0.291415 1.398079 2.28 -1.19 0.08 -0.658
H 1.712927 0.517529 0.816298 -0.65 -0.61 -0.79 0.197
H 1.905388 -0.135522 2.235801 -0.73 -0.12 1.04 0.253
N -0.388511 1.354005 -1.367594 0.50 -0.90 2.30 -0.718
C -0.246328 -0.096017 1.648734 -0.40 -0.64 -0.91 -0.401
H 0.493365 1.486546 -1.854927 -0.17 0.50 -0.40 0.449
H 0.024987 -1.999021 -1.871204 0.64 0.36 0.54 0.257
C -1.141150 -0.410206 0.337834 0.89 0.80 0.49 -0.478

19
Properties=species:S:1:pos:R:3:forces:R:3:nbo_charge:R:1 method="wB97M-V/def2-TZVPD" gap_ha=0.334 homo_energy_ev=-8.09 e_tot_ha=-307.1669 mol_weight_g_mol=100.2 smiles="C=C(CCN)NC" de_lowest_ev=1.7001 lumo_energy_ha=0.037
H -2.197624 1.244895 0.152796 -0.32 0.14 -0.22 0.375
H 0.912866 -1.916229 -1.486202 -0.12 0.15 0.15 0.362
N 1.670764 -1.254323 -1.420544 0.23 -0.23 -0.30 -0.866
H -1.062907 3.087670 1.052462 -0.38 -0.05 -0.12 0.210
H -0.611745 1.757086 2.123416 0.01 -0.01 -0.07 0.176
N -1.196563 1.203461 0.125116 0.09 -0.32 0.20 -0.611
H -1.331713 -2.130435 -0.626372 0.59 -0.05 0.59 0.203
C 0.516970 -0.550901 0.723875 0.57 -0.64 1.56 -0.469
H 2.653341 -0.938771 0.309321 0.09 1.01 0.68 0.203
H 0.400345 -1.520699 1.226953 -0.15 -0.17 -0.64 0.220
H 1.687529 -0.682357 -2.252268 -0.17 0.01 0.19 0.363
H 0.433615 2.302904 0.774085 0.03 -0.14 0.30 0.193
C -0.795973 -0.145452 0.107925 0.51 -0.60 0.20 0.195
C 1.775579 -0.503335 -0.160462 -1.93 -0.09 -1.56 -0.218
H -2.442071 -0.811664 -1.008074 -0.15 0.24 0.24 0.187
H 0.765204 0.051146 1.605056 -0.13 0.35 -0.19 0.214
C -1.549796 -1.089374 -0.452414 -0.97 0.22 -1.10 -0.511
C -0.597713 2.107242 1.084173 0.67 0.23 -0.09 -0.414
H 1.699958 0.556413 -0.444431 1.53 -0.06 0.20 0.188

19
Properties=species:S:1:pos:R:3:forces:R:3:nbo_charge:R:1 method="wB97M-V/def2-TZVPD" gap_ha=0.295 homo_energy_ev=-7.01 e_tot_ha=-307.1458 mol_weight_g_mol=100.2 smiles="CCC/C(N)=C/N" de_lowest_ev=2.2724 lumo_energy_ha=0.037
H -1.510486 1.264668 1.165078 0.27 0.29 0.39 0.196
H -1.509408 -1.389836 0.982428 0.50 -0.94 1.64 0.194
H -3.255089 0.850882 1.123708 0.78 -0.57 -0.23 0.218
C -2.276922 0.769748 0.599036 0.45 -2.22 -1.70 -0.626
H 1.813846 -1.822183 0.307725 -0.07 1.07 -0.16 0.187
N 0.886726 1.338062 -0.721421 -2.62 0.10 1.32 -0.836
H -0.962186 -0.054988 -1.704320 0.20 -0.41 -0.08 0.208
H -2.623396 -1.205050 -0.358957 0.30 -0.13 0.35 0.193
N 3.134556 -0.227714 0.532760 0.01 -2.17 0.94 -0.848
H 1.635463 1.729046 -0.138738 -0.37 -0.21 -0.28 0.347
H -2.404358 1.282441 -0.380756 0.11 -0.13 0.66 0.201
H -0.037707 1.677865 -0.236025 2.30 -0.35 -1.39 0.360
H 3.782086 -0.834849 1.102691 -1.46 1.32 -1.15 0.400
H 3.381879 0.706701 0.400774 0.46 1.27 -0.08 0.375
C -0.564784 -0.786084 -0.979040 0.02 4.14 2.72 -0.418
C 0.817219 -0.108262 -0.546972 1.69 -1.04 2.20 0.066
C 1.874486 -0.714757 0.159146 -2.12 -1.16 -1.87 -0.067
H -0.432060 -1.686023 -1.479001 0.19 -1.85 -0.48 0.218
C -1.749872 -0.789670 0.171887 -0.64 2.99 -2.78 -0.366

19
Properties=species:S:1:pos:R:3:forces:R:3:nbo_charge:R:1 method="wB97M-V/def2-TZVPD" gap_ha=0.356 homo_energy_ev=-8.56 e_tot_ha=-307.1216 mol_weight_g_mol=100.2 de_lowest_ev=2.9319 lumo_energy_ha=0.041
H -0.227441 -1.015508 -0.994606 -0.09 -0.17 -0.16 0.148
H 0.377585 2.535732 -0.908566 -0.06 -0.14 0.09 0.209
C 1.987765 0.638128 -0.121304 -2.25 0.89 -0.40 0.286
H -1.220946 2.135164 -0.291914 0.01 -0.17 -0.04 0.205
H -0.310247 -2.467410 1.097954 0.09 0.14 -0.06 0.218
C -2.013755 -0.354856 0.436156 3.07 -1.03 -1.05 -0.619
H -2.389403 -1.343608 0.695765 -0.08 0.08 -0.06 0.200
N 2.660433 0.147027 -1.072018 -1.16 0.08 1.04 -0.622
C -0.216421 -0.600034 0.020026 -4.94 -0.34 1.02 0.006
C 0.331976 -1.583950 1.034088 0.18 0.07 -0.14 -0.636
C -0.328375 1.713404 -0.758841 0.46 -0.23 -0.14 -0.413
H 0.395592 -1.125363 2.023759 -0.05 0.01 -0.09 0.218
H -0.586246 1.310461 -1.746078 -0.09 0.07 -0.10 0.169
H -2.500332 0.023840 -0.461366 -0.06 -0.01 0.15 0.199
H 2.065246 -0.349810 -1.739573 0.00 0.04 -0.05 0.343
N 0.268501 0.698778 0.102871 5.11 1.06 0.24 -0.504
H 1.330087 -1.925824 0.746499 0.02 0.03 0.08 0.212
H -2.111838 0.328678 1.278190 0.25 0.00 -0.10 0.206
H 2.487819 1.235150 0.658957 -0.40 -0.37 -0.22 0.174

19
Properties=species:S:1:pos:R:3:forces:R:3:nbo_charge:R:1 method="wB97M-V/def2-TZVPD" gap_ha=0.371 homo_energy_ev=-9.00 e_tot_ha=-307.1753 mol_weight_g_mol=100.2 smiles="C=CC[C@H](N)CN" de_lowest_ev=1.4706 lumo_energy_ha=0.040
H 3.050261 -0.909674 0.139665 0.06 -0.11 -0.06 0.355
N 2.390643 -1.273535 0.812405 0.17 0.51 0.55 -0.830
H 0.672597 -0.260203 -0.894379 -0.12 -0.38 -0.15 0.184
H -2.445117 1.968795 -0.484672 0.16 0.40 -0.22 0.192
H -2.301996 1.145219 -2.814370 -0.11 -0.17 -0.20 0.208
H -1.029415 1.004818 1.242398 -0.35 0.43 -0.11 0.205
H 0.979602 -0.329428 2.109786 0.16 -0.07 0.27 0.176
H -0.361103 -2.227815 0.231066 0.15 0.05 -0.16 0.352
N -0.734017 -1.295097 0.365351 0.32 -0.06 -0.23 -0.832
C 1.407241 -0.229747 1.114952 -0.23 0.08 -1.42 -0.222
H 1.901832 0.739534 1.021542 0.14 -0.06 0.35 0.187
C -1.576480 0.895950 -2.063768 1.22 0.95 1.29 -0.401
H 1.956225 -2.079645 0.400499 -0.19 -0.34 -0.07 0.346
C 0.235421 -0.215878 0.100967 -0.59 0.58 0.89 -0.058
H -0.665001 0.345762 -2.250219 -0.33 -0.44 -0.87 0.183
H 0.138565 1.929045 0.285560 0.04 0.05 0.32 0.211
H -0.959950 -1.237313 1.354901 -0.16 -0.05 -0.08 0.346
C -1.563322 1.444587 -0.847316 -1.14 -1.31 0.61 -0.157
C -0.571798 1.096849 0.254823 0.80 -0.04 -0.70 -0.445